1.
Below is C4H10N3OPS in the gas phase, with properties calculated with the ωB97M-V functional and the def2-TZVPD basis.

The calculation puts the relative energy (zero: lowest compared OMol25 entry of this formula, charge and spin) at 0.000 eV. The strongest force on any atom comes out at 3.5 eV/Å. Its total energy is -1137.5344 hartree. The calculation puts the highest occupied orbital energy at -8.9 eV. The calculation puts the frontier orbital gap at 9.75 eV. The molecular weight is 179.19 g/mol. Its SMILES is NP(N)(=S)N1CCCC1=O.

Last column: Mulliken charge in e.
CARTESIAN COORDINATES (ANGSTROEM)
S 2.6800 0.6612 -1.2780  -0.40
P 1.6728 -0.0931 0.1555  0.46
O -0.4646 -2.1920 -0.8186  -0.71
N -0.0288 -0.0661 -0.0170  0.06
N 1.9802 -1.7410 0.6319  -0.60
N 2.0827 0.7400 1.6080  -0.64
C -0.8041 -1.0207 -0.5801  0.55
C -0.7046 1.2061 0.1129  -0.64
C -2.1877 -0.4512 -0.8162  -0.82
C -2.0083 1.0924 -0.6167  -0.53
H -0.1429 1.9907 -0.2613  0.40
H 2.6738 1.4982 1.2989  0.28
H 1.1711 -2.3289 0.5302  0.30
H -0.8026 1.4953 1.2009  0.27
H -2.7336 -0.8033 -1.6204  0.52
H -2.9116 -0.8469 -0.1754  0.32
H -2.0801 1.3765 -1.6373  0.30
H 2.6471 0.1804 2.1475  0.29
H 2.8125 -2.0965 0.1998  0.25
H -2.8513 1.3988 -0.0646  0.33

***

2.
Below is 2 unconnected molecules or ions with the total composition C3H3O3, with properties calculated with the ωB97M-V functional and the def2-TZVPD basis.

The calculation puts the relative energy (zero: lowest compared OMol25 entry of this formula, charge and spin) at 2.542 eV. The strongest force on any atom comes out at 3.8 eV/Å. Its total energy is -341.8103 hartree. The calculation puts the highest occupied orbital energy at -4.1 eV. The calculation puts the frontier orbital gap at 8.07 eV. The molecular weight is 87.05 g/mol. The charge is -1.

Last column: Mulliken charge in e.
CARTESIAN COORDINATES (ANGSTROEM)
O 0.9940 0.0912 3.3090  -0.54
O 2.6644 1.2038 2.4333  -0.54
O -0.5601 -0.0938 -1.4674  -0.54
C 1.6538 0.5876 2.4479  0.49
C 0.2652 -0.3178 -0.3108  0.13
C 0.6354 0.5917 0.6011  -0.60
H 0.0924 1.6046 0.3675  -0.06
H -0.9193 0.8540 -1.4619  0.27
H 0.5679 -1.2719 -0.4478  0.39

***

3.
Below is a molecular structure, C6H8NaO6Rb, with properties calculated with the ωB97M-V functional and the def2-TZVPD basis.

The calculation puts the relative energy (zero: lowest compared OMol25 entry of this formula, charge and spin) at 4.183 eV. The strongest force on any atom comes out at 14.4 eV/Å. Its total energy is -871.0679 hartree. The calculation puts the highest occupied orbital energy at -7.9 eV. The calculation puts the frontier orbital gap at 7.54 eV. The molecular weight is 284.58 g/mol.

Last column: Mulliken charge in e.
CARTESIAN COORDINATES (ANGSTROEM)
Rb -0.4290 1.7281 -1.3421  0.97
Na -2.2237 -0.8784 -1.9044  1.00
O 1.6262 0.3816 -0.9224  -0.22
O -1.7782 -0.7708 2.2655  -0.41
O -2.1596 -1.5967 0.2582  -0.82
O -1.4011 0.5091 0.5223  -0.75
O -0.5281 0.2747 -2.5539  -1.09
O 1.2446 0.7750 1.1347  -0.19
C -1.8741 -0.6066 0.9313  0.79
C 0.7059 -0.0040 -3.0981  -0.37
C 1.6825 -0.5225 -2.0453  -0.19
C -1.1793 0.3153 2.9787  -0.37
C 0.2452 0.4523 2.4723  -0.42
C 1.5962 -0.1527 0.3177  -0.43
H 0.7585 -0.4945 2.6851  0.43
H 1.3752 -1.5162 -1.6877  0.33
H 0.6712 1.2652 3.0754  0.30
H -1.7166 1.2507 2.7807  0.27
H 2.7164 -0.5552 -2.4192  0.30
H 1.1646 0.8858 -3.5833  0.23
H -1.1724 0.0303 4.0364  0.34
H 0.6758 -0.7705 -3.9020  0.29

***

| no. | lowest unoccupied orbital energy (eV) |
| --- | --- |
| 1 | 0.8 |
| 2 | 4.0 |
| 3 | -0.3 |